The following is a DFT calculation (ωB97M-V with the def2-TZVPD basis set) of a 10-piece molecular cluster, C13H46N4O10 overall at a distorted geometry.

Structure (XYZ):
```
73
Properties=species:S:1:pos:R:3:forces:R:3
C 0.360708 20.607521 -25.692481 -2.59 1.51 -0.13
C 1.197377 20.982091 -24.546349 1.53 3.25 -2.33
O 2.504436 20.678243 -24.970370 0.91 -0.42 0.23
H 0.530264 21.051091 -26.693548 0.76 -0.20 0.81
H -0.637202 20.992044 -25.440482 -0.22 -0.46 -0.14
H 0.324113 19.570499 -25.727687 -0.30 -2.03 -0.59
H 0.990843 20.541454 -23.617407 -0.70 -0.66 1.24
H 1.202114 22.100960 -24.510007 -0.48 -0.61 0.75
H 3.077819 20.959887 -24.259726 0.90 -0.12 0.47
C 11.549397 18.517426 -24.085543 -1.39 0.63 -0.81
C 10.330372 17.727128 -24.495391 0.85 1.02 -1.19
O 9.598764 17.396905 -23.374594 -0.56 -1.12 0.94
H 11.995603 17.888092 -23.399441 1.42 -1.03 1.75
H 11.253778 19.455481 -23.628720 0.10 0.19 -0.01
H 12.224255 18.664581 -24.904660 0.31 0.26 -0.52
H 10.692266 16.818836 -25.014486 -0.48 0.27 -0.14
H 9.629790 18.336472 -25.075308 0.53 -0.09 -0.87
H 8.865654 16.909835 -23.801772 -0.37 -0.12 0.93
C 2.883381 17.570939 -23.272098 0.45 -0.31 0.39
C 1.388483 17.368340 -23.420955 1.56 -2.31 -0.14
O 0.770356 16.715544 -22.278542 1.48 0.13 -0.91
H 3.521902 16.734810 -23.550812 -0.43 -0.80 0.62
H 3.210945 17.962946 -22.321714 -0.06 0.01 0.46
H 3.272963 18.229489 -24.010951 -0.31 1.15 -0.67
H 1.353548 16.770194 -24.366931 -0.90 0.31 0.68
H 0.946891 18.298934 -23.547383 -1.02 1.72 -0.44
H -0.143014 16.952682 -22.324040 -0.91 0.05 0.09
C 6.431621 15.591577 -24.942375 6.82 1.61 2.85
O 7.647237 16.202655 -24.547464 -6.49 -2.99 -2.42
N 5.399027 16.227032 -25.397211 -2.14 1.74 -0.91
N 6.297627 14.264203 -24.818617 0.67 -2.43 1.18
H 5.390157 17.254740 -25.434145 -0.13 -0.36 0.02
H 4.508819 15.746981 -25.608700 1.07 0.51 0.12
H 7.137442 13.720537 -24.433291 -2.03 1.38 -0.77
H 5.334975 13.882725 -24.657507 1.68 0.38 -0.30
C 8.892400 20.753995 -22.251243 2.90 -4.24 -7.96
O 9.198311 21.001597 -23.601739 -1.87 -0.57 6.72
N 8.468147 21.557430 -21.379465 -2.18 6.74 2.51
N 9.010993 19.521073 -21.752529 0.91 -1.51 -1.29
H 8.299735 22.493876 -21.772960 0.27 -0.50 0.87
H 8.590217 21.461466 -20.369739 -0.11 -0.11 -0.90
H 9.189765 18.774022 -22.440356 0.12 0.02 0.43
H 8.704608 19.224855 -20.839633 -0.17 0.40 -0.17
C 4.702426 22.756265 -23.186889 2.50 -0.84 -0.32
O 4.521739 21.387800 -23.097777 -0.33 -2.20 0.93
H 4.965326 23.119442 -22.246521 0.47 1.06 1.60
H 3.850660 23.223853 -23.499219 -2.32 1.19 -1.03
H 5.525945 22.901077 -23.869979 0.25 0.74 -0.37
H 5.054166 21.033267 -22.350762 -0.57 0.03 -0.97
C 5.994482 17.086212 -21.717540 0.69 -0.61 0.33
O 6.074612 18.235927 -22.446954 -1.04 2.82 -0.75
H 5.328563 16.338834 -22.169520 -0.18 0.12 0.66
H 5.810233 17.392586 -20.683378 -0.41 -0.68 -0.03
H 6.999832 16.771327 -21.834428 1.05 -1.73 0.80
H 5.817026 18.079283 -23.348376 -0.22 0.12 -0.56
C 6.674300 19.543511 -25.004562 0.93 0.21 -2.40
O 5.342950 19.102035 -24.992074 1.23 -3.77 0.25
H 7.372032 18.879374 -24.476670 -0.49 0.21 -0.12
H 6.682738 20.528319 -24.613212 0.61 0.88 0.58
H 6.950924 19.606718 -26.106652 0.30 -0.02 1.26
H 4.781430 19.814578 -24.976481 -2.08 2.52 0.12
C 3.365312 19.057058 -27.686046 1.76 -0.41 -3.81
O 2.807478 18.545086 -26.561375 -0.84 -0.41 0.88
H 3.453514 18.254521 -28.429147 -0.40 -0.55 0.14
H 4.450584 19.290337 -27.694958 -0.36 0.63 1.02
H 2.863725 19.792290 -28.363935 -0.26 0.14 1.39
H 2.532190 19.258376 -25.970852 0.31 0.21 0.17
C 8.540155 16.930545 -27.521243 0.66 0.35 -1.01
O 8.595045 15.618015 -28.044288 -2.67 -0.60 -1.37
H 7.783581 17.021446 -26.824626 -1.25 -0.13 2.15
H 8.225077 17.718801 -28.211641 0.70 -0.11 -0.80
H 9.503462 17.138441 -27.072305 -0.02 0.17 -0.05
H 7.650267 15.418143 -28.395031 2.57 0.35 0.87
```
Forces are in eV/Å.

Properties
* strongest force on any atom: 9.5 eV/A
* frontier orbital gap: 0.337 Eh
* LUMO level: 0.36 eV
* energy relative to the best compared isomer or geometry (same formula, charge and spin): 19.0 kcal/mol

Löwdin population analysis, charges in e, atoms 1 to 6:
1. C -0.0841
2. C -0.3005
3. O -0.1005
4. H 0.1074
5. H 0.0900
6. H 0.0493


The following is a DFT calculation (ωB97M-V with the def2-TZVPD basis set) of C26H25CeF9NO2 as an isolated structure at a distorted geometry.

Structure (XYZ):
```
64
Properties=species:S:1:pos:R:3:forces:R:3
C -2.740245 0.738187 0.452003 -1.54 2.81 -0.34
C -1.647541 1.596534 0.712884 -1.30 2.14 -0.32
C -0.845495 1.659641 -0.448835 -1.02 2.42 -0.85
H -1.453853 2.100078 1.643029 0.03 0.06 0.07
C -1.463673 0.865050 -1.436448 -0.95 1.88 -0.88
C -2.627567 0.302871 -0.883900 -1.35 1.37 -0.94
H -1.076908 0.669438 -2.419936 0.09 -0.05 -0.24
C -0.605805 -1.913256 2.254538 2.36 -1.54 3.13
C -0.686618 -0.588238 2.714007 0.65 -0.27 1.82
C 0.460990 0.098856 2.262867 1.63 0.21 1.55
H -1.495882 -0.161550 3.282219 -0.04 0.03 0.04
C 1.263465 -0.785198 1.510428 1.37 -0.13 2.34
C 0.589969 -2.035155 1.516903 1.09 -1.13 2.21
H 0.060269 2.228549 -0.571457 0.21 0.06 0.05
H -3.272450 -0.405183 -1.374351 -0.04 -0.03 -0.03
H -3.523464 0.477258 1.143556 0.27 0.24 -0.11
H 0.908603 -2.926364 1.008300 0.06 -0.25 -0.17
H 0.674202 1.137744 2.439084 0.08 0.11 0.11
H -1.339156 -2.688167 2.402766 1.19 0.19 0.46
Ce -0.777252 -0.546383 0.348619 3.17 -4.54 -6.89
C 2.611847 -0.502210 0.882276 0.05 -0.28 0.06
C 3.544419 -1.671434 1.217629 0.14 0.03 0.04
C 3.196201 0.797219 1.427090 -0.07 0.00 -0.07
H 3.621789 -1.791540 2.297406 -0.10 0.03 0.06
H 4.534399 -1.495134 0.810142 0.03 -0.03 -0.02
H 3.163476 -2.605558 0.807473 0.01 -0.08 -0.05
H 3.347469 0.735144 2.503462 -0.05 -0.06 0.05
H 2.534895 1.639582 1.225602 -0.04 0.13 -0.04
H 4.156132 0.995888 0.963606 0.19 0.04 -0.11
C 2.386988 -0.388056 -0.631122 -0.11 0.22 0.18
C 3.596721 -0.229852 -1.526774 0.74 0.03 -0.11
H 1.723157 0.460761 -0.818070 0.04 0.24 0.05
H 1.827770 -1.255002 -0.980880 0.03 -0.46 -0.17
O 4.750651 -0.496570 -1.208068 -0.86 0.22 -0.17
N 3.317094 0.236098 -2.779536 0.07 -0.02 0.02
C 2.060372 0.764095 -3.258543 0.07 -0.04 -0.09
H 4.140054 0.398104 -3.338323 0.04 -0.02 -0.04
C 1.786517 2.214155 -2.928488 -0.06 0.25 0.03
C 0.638638 2.812710 -3.445073 0.09 0.03 0.05
H -0.038629 2.228912 -4.056252 -0.02 0.00 -0.09
C 0.348872 4.139331 -3.173621 -0.03 -0.02 0.02
H -0.546474 4.588388 -3.582454 -0.01 0.00 0.00
C 1.199030 4.888937 -2.369304 0.00 -0.07 0.01
H 0.970652 5.923519 -2.151755 0.00 0.01 0.00
C 2.336544 4.298030 -1.843169 -0.03 0.03 0.00
H 3.004122 4.871916 -1.214126 0.01 0.00 0.01
C 2.629785 2.968917 -2.124001 -0.01 -0.09 -0.02
H 3.525477 2.519990 -1.717194 0.07 -0.01 0.04
H 1.239604 0.157879 -2.878199 -0.05 -0.14 -0.02
H 2.042227 0.636168 -4.341103 -0.01 0.00 -0.04
F -2.667472 -4.242909 0.050670 -0.55 0.41 2.06
C -3.157236 -3.973308 1.316620 -0.22 -1.88 -0.07
F -4.320550 -4.704276 1.483636 1.85 0.94 -0.40
F -2.282837 -4.534614 2.229532 -0.96 1.20 -1.34
C -3.426655 -2.399389 1.463710 0.97 0.82 -1.15
O -2.326611 -1.630013 1.000719 -7.31 -4.69 0.54
C -4.655431 -2.136359 0.490566 -1.82 -0.20 -0.71
F -5.758107 -2.906538 0.820532 1.42 1.26 -0.80
F -5.117321 -0.841244 0.508342 0.91 -1.73 -0.11
F -4.312794 -2.452539 -0.811925 -0.53 0.63 1.90
C -3.883546 -2.042974 2.928109 -0.69 -0.06 1.43
F -5.025244 -2.750687 3.262108 1.69 1.16 -0.32
F -2.941074 -2.351208 3.889030 -1.39 0.57 -1.50
F -4.176515 -0.699041 3.043446 0.54 -1.94 -0.13
```
Forces are in eV/Å.

Properties
* strongest force on any atom: 8.8 eV/A
* frontier orbital gap (spin up / spin down): 0.249 / 0.298 Eh
* 2S+1: 2
* LUMO level (spin up / spin down): -0.13 / -0.12 eV
* energy relative to the best compared isomer or geometry (same formula, charge and spin): 124.1 kcal/mol

Löwdin population analysis, charges in e, atoms 1 to 6:
1. C -0.1666
2. C -0.1673
3. C -0.1957
4. H 0.1307
5. C -0.1892
6. C -0.1619


The following is a DFT calculation (ωB97M-V with the def2-TZVPD basis set) of a 2-piece molecular cluster, C2H5BrO overall at a distorted geometry.

Structure (XYZ):
```
9
Properties=species:S:1:pos:R:3:forces:R:3
C -0.576455 -0.128072 0.319381 0.57 1.37 3.70
C 0.410651 0.740083 -0.453372 -0.88 -1.14 -1.44
O -0.870176 -1.359648 -0.110594 1.92 -2.48 -0.93
Br 2.198786 0.075028 -0.134654 0.53 0.25 0.35
H -1.529922 0.306622 0.554434 -0.25 0.75 -0.45
H -0.170991 0.006729 1.954496 -0.43 -0.53 -3.68
H 0.209594 1.796316 -0.159380 0.77 -0.78 -0.50
H 0.388208 0.482340 -1.604098 -0.72 1.11 2.25
H -0.059698 -1.919402 -0.366216 -1.51 1.47 0.71
```
Forces are in eV/Å.

Properties
* strongest force on any atom: 4.0 eV/A
* frontier orbital gap: 0.374 Eh
* LUMO level: 0.72 eV
* energy relative to the best compared isomer or geometry (same formula, charge and spin): 59.1 kcal/mol

natural (NBO) population analysis, charges in e, atoms 1 to 6:
1. C 0.0608
2. C -0.5191
3. O -0.6953
4. Br -0.0081
5. H 0.1978
6. H -0.0079


The following is a DFT calculation (ωB97M-V with the def2-TZVPD basis set) of an isolated ion of composition C3H8N3O and charge +1 at a distorted geometry.

Structure (XYZ):
```
15
Properties=species:S:1:pos:R:3:forces:R:3
C 0.135201 0.138544 0.042679 2.94 2.95 0.89
C -1.516524 -0.147395 -1.736325 -4.76 1.31 1.06
C 0.331616 -1.061536 2.182166 -0.26 -1.23 1.71
N 1.826307 1.590122 -0.644152 0.72 -0.14 0.30
N 1.488817 0.952094 0.333710 -1.72 -1.77 0.11
N -0.425913 0.475865 -1.058785 -0.99 -1.45 -0.25
O -0.312318 -0.555322 0.984209 -1.62 -0.26 -0.53
H -2.235131 -0.242546 -0.883648 0.07 -0.95 -0.99
H -1.246578 -1.070365 -2.183315 0.16 -0.81 -0.38
H -2.195791 0.514370 -2.469541 2.41 -1.03 1.44
H 1.315437 -0.599514 2.317254 0.09 -0.83 -0.58
H 0.193400 -2.214578 2.038474 0.91 2.30 0.61
H -0.191784 -0.723787 3.148708 -0.01 -0.46 -1.93
H 2.732036 2.005614 -0.354241 -0.32 0.38 -0.46
H 0.101226 0.938432 -1.717194 2.37 1.99 -1.00
```
Forces are in eV/Å.

Properties
* strongest force on any atom: 5.0 eV/A
* frontier orbital gap: 0.358 Eh
* LUMO level: -4.99 eV
* charge: +1
* energy relative to the best compared isomer or geometry (same formula, charge and spin): 90.5 kcal/mol

natural (NBO) population analysis, charges in e, atoms 1 to 6:
1. C 0.7845
2. C -0.4569
3. C -0.2811
4. N -0.2608
5. N -0.1343
6. N -0.4973